Computed, not measured: C43H52ClIrN4O4P2S as an isolated structure, with ωB97M-V/def2-TZVPD.

Its spin multiplicity is 2. Its HOMO-LUMO gap (spin up / spin down) is 6.316 / 3.795 eV. The charge is +3. The lowest unoccupied orbital energy (spin up / spin down) is -8.8 / -11.3 eV. The value obtained for the energy above the lowest of the compared OMol25 structures with the same formula, charge and spin is 61.79 kcal/mol.

Element x y z (Å)
H  0.5939  4.8090  -1.6094
N  0.4308  -1.9881  0.6261
C  3.3704  -1.0223  -5.0351
H  2.1638  2.5710  -0.9235
H  3.6120  2.7600  3.6114
C  3.1864  -4.3071  -0.9564
C  -1.1792  4.6917  2.0619
H  -3.0255  2.3314  -0.3898
C  2.6394  3.0677  3.2523
H  -0.6458  5.0292  -0.4039
H  -4.8478  -2.6830  1.0861
H  -2.8690  -3.6402  -3.5741
H  2.2749  -0.8767  -6.8764
H  -4.4030  -0.0070  2.9018
H  -1.9227  -4.2322  1.7866
C  -4.7792  -2.7978  -3.0755
C  5.5151  2.8729  -1.1404
H  -1.8034  4.7080  2.9536
H  -1.5665  1.8612  1.4332
H  -6.5375  -1.8106  -2.3440
C  -0.3261  3.0156  -1.0041
C  -3.4135  -2.9911  -2.9015
H  -0.5655  3.3285  4.2855
C  -2.7703  -2.2386  1.6683
H  0.9506  -2.5573  -0.0512
C  5.8686  1.5293  -1.1109
H  2.1268  -1.8617  4.2241
H  4.4107  -5.3164  0.4879
C  2.9838  -1.9143  -0.6770
H  -1.6819  -2.5031  -1.7599
C  0.1250  4.0001  2.3690
C  3.9988  -4.3677  0.1707
C  0.2836  3.3895  3.6156
H  -4.2370  -3.5372  2.4943
C  1.0581  -0.4257  -5.1723
C  0.9916  -0.3121  -3.7813
H  -1.4899  -3.4833  0.2364
H  -2.0053  -2.8099  3.6057
C  -3.8555  1.7149  -0.0571
C  2.1381  -0.5357  -3.0100
C  3.3213  -0.8880  -3.6539
C  1.3802  -0.9180  2.5630
H  -5.3803  -0.6768  -0.5209
H  4.3027  -1.2946  -5.5109
C  4.1794  3.2387  -1.0823
C  3.1929  2.2690  -0.9965
H  6.2832  3.6314  -1.2088
H  -1.7728  1.5788  -1.9555
C  -0.2998  0.0782  -3.2553
C  4.3001  -3.2094  0.8763
C  -4.2487  -2.5688  1.9883
H  -1.7587  4.2206  1.2662
H  -1.0039  5.7291  1.7752
O  0.1747  2.0245  -0.3347
C  -4.8129  -1.3192  -1.1790
H  4.0224  -1.0897  1.0221
H  2.9667  -5.2059  -1.5165
C  -4.6707  0.4825  1.9699
C  -2.4296  1.5027  1.9889
H  6.9098  1.2396  -1.1529
H  -0.4507  -2.4577  0.8243
N  -0.7086  0.0102  -2.0478
H  -5.2982  -3.2967  -3.8825
C  -3.4409  0.7836  1.0929
C  2.6869  -3.0862  -1.3868
Cl  1.6196  1.9698  5.5048
C  1.5059  2.8871  4.0256
P  2.2727  -0.3359  -1.2114
H  -1.0761  -1.4916  2.8774
H  -4.2708  1.2018  -0.9209
H  0.1721  -0.2265  -5.7619
H  -4.6238  2.3890  0.3232
H  -3.0823  -4.0359  0.4800
H  1.3925  -2.9502  2.1890
H  4.2271  -1.0539  -3.0860
C  3.5385  0.9215  -0.9730
H  -1.0292  0.4534  -3.9687
Ir  0.1735  -0.0236  -0.1359
C  0.2076  4.4071  -0.6709
H  3.8954  4.2828  -1.0980
C  -2.0728  -1.9095  2.9924
O  -1.1975  2.9410  -1.8638
P  -2.6241  -0.7931  0.4396
C  4.8912  0.5526  -1.0375
H  -5.4512  -0.0860  1.4704
S  0.9822  0.6041  1.8847
C  2.4921  3.6304  1.9998
H  5.1938  -0.4845  -1.0436
O  1.2813  4.4893  0.2332
H  3.3528  3.7714  1.3626
O  -1.9705  0.5745  -1.9028
H  -2.6482  -1.1798  3.5608
H  1.9760  -0.1385  4.3315
C  -2.2618  -3.5503  1.0046
N  1.8973  -0.9883  3.7718
H  -4.7256  -1.8671  2.6576
N  1.1874  -2.0246  1.8338
C  -5.4749  -1.9639  -2.2144
C  -2.7503  -2.3559  -1.8676
C  3.7823  -1.9888  0.4666
H  -2.9289  2.3755  2.4125
H  -2.0848  0.8871  2.8207
H  4.9535  -3.2552  1.7377
C  -3.4435  -1.5162  -0.9933
H  2.0916  -3.0435  -2.2915
C  1.2428  4.0219  1.5250
H  -5.0928  1.4527  2.2362
C  2.2373  -0.7889  -5.7995